(1)
{"formula": "C7H10N2", "method": "wB97M-V/def2-TZVPD", "symbols": ["C", "C", "C", "C", "N", "C", "N", "C", "C", "H", "H", "H", "H", "H", "H", "H", "H", "H", "H"], "coordinates": [[-4.818, -0.584, 0.493], [-3.835, -0.012, 0.146], [-2.585, 0.450, 0.185], [-1.398, 0.787, 0.167], [0.297, 0.969, 0.511], [0.628, 2.357, 0.132], [0.985, -0.195, 0.352], [0.941, -0.712, -1.015], [0.506, -1.258, 1.285], [-5.612, -1.195, 0.353], [1.715, 2.482, 0.248], [0.554, 2.538, -0.913], [0.063, 3.110, 0.702], [-0.132, -0.707, -1.244], [1.523, -0.089, -1.717], [1.467, -1.669, -0.984], [1.049, -2.197, 0.908], [0.872, -0.957, 2.295], [-0.670, -1.326, 1.259]], "forces_ev_per_a": [[-0.27, 0.10, -0.44], [0.21, 0.23, 0.69], [4.66, 1.65, -0.49], [1.68, -0.42, 0.72], [-5.29, 0.46, 0.90], [1.70, -1.10, -0.05], [0.06, 0.25, -0.49], [0.65, 0.53, 0.15], [0.03, 0.31, -0.26], [-2.21, -1.35, 0.19], [-0.23, -0.02, 0.72], [-0.74, 0.20, -1.14], [0.17, -0.72, -0.06], [0.18, -0.62, -0.72], [-0.49, 0.04, 0.36], [-0.59, -0.10, -0.39], [-1.18, 1.19, 1.00], [-0.55, -0.52, -0.66], [2.23, -0.11, -0.01]], "smiles": "C#CC#CN(C)N(C)C", "e_tot_ev": -10393.6382, "de_lowest_kcal_mol": 183.9}

***

(2)
{"formula": "C7H10N2", "method": "wB97M-V/def2-TZVPD", "symbols": ["C", "C", "C", "C", "N", "N", "C", "C", "C", "H", "H", "H", "H", "H", "H", "H", "H", "H", "H"], "coordinates": [[1.770, -0.515, 1.094], [1.048, 0.567, 0.816], [-0.080, 0.577, -0.025], [-0.620, 1.956, -0.565], [-2.016, 2.083, -0.801], [-1.211, 1.870, -1.946], [-0.755, -0.548, -0.209], [-0.370, -1.871, 0.398], [1.264, -1.912, 0.538], [2.648, -0.556, 1.748], [1.476, 1.532, 1.125], [0.154, 2.789, -0.383], [-2.458, 1.191, -0.757], [-0.869, 2.734, -2.340], [-1.644, -0.452, -0.943], [-0.660, -1.921, 1.418], [-0.778, -2.836, 0.001], [1.668, -1.999, -0.416], [1.433, -2.691, 1.246]], "forces_ev_per_a": [[-1.02, -2.33, 0.01], [2.90, 1.17, 1.12], [-2.03, 1.41, -0.72], [2.04, -2.86, -0.68], [-0.64, 2.56, 0.60], [2.62, -0.46, -0.18], [-2.21, -0.52, -2.15], [2.51, -0.24, -0.25], [-2.94, 2.51, 1.46], [-0.28, 0.42, -0.45], [-0.38, -0.26, 0.10], [-2.09, -0.82, 0.03], [-0.44, -0.66, 0.96], [-0.88, 0.71, -0.43], [1.34, -0.64, 1.32], [-0.72, 0.35, 1.22], [0.42, 1.17, -0.41], [1.06, -0.83, -1.64], [0.76, -0.69, 0.09]], "smiles": "C1=CC(C2NN2)=CCC1", "e_tot_ev": -10397.3098, "de_lowest_kcal_mol": 99.2}

***

(3)
{"formula": "C7H10N2", "method": "wB97M-V/def2-TZVPD", "symbols": ["C", "C", "C", "C", "C", "C", "N", "C", "N", "H", "H", "H", "H", "H", "H", "H", "H", "H", "H"], "coordinates": [[-1.871, -1.062, -0.263], [-1.816, 0.504, 0.452], [-0.487, 1.222, -0.282], [0.988, 1.381, 0.373], [1.430, 0.213, -0.429], [1.772, -1.098, 0.157], [0.386, -1.753, 0.363], [-0.365, -1.063, -0.510], [0.089, 0.053, -1.131], [-2.513, -1.186, -1.088], [-2.261, -1.815, 0.514], [-1.646, 0.294, 1.543], [-2.690, 1.060, 0.331], [-0.718, 2.087, -0.996], [1.421, 2.410, 0.058], [1.058, 1.213, 1.341], [2.376, 0.361, -1.044], [2.368, -1.761, -0.513], [2.480, -1.057, 1.125]], "forces_ev_per_a": [[0.84, 1.57, 2.91], [2.86, -2.12, -0.61], [-0.67, -0.92, -0.72], [-1.83, 2.72, -4.44], [2.68, 0.28, -2.90], [0.07, -2.47, 2.60], [0.25, 2.02, -2.76], [-0.88, -3.50, 4.37], [1.83, 1.41, 0.30], [-0.56, 0.50, -1.33], [1.19, 1.15, -1.04], [0.02, 0.42, -1.09], [-1.37, 0.92, -0.32], [-0.08, -1.18, 1.32], [-0.54, -1.89, 0.68], [0.19, -0.35, 4.74], [-1.53, 0.77, -0.11], [-0.47, 0.62, 0.11], [-2.01, 0.07, -1.71]], "smiles": "C1C[C@H]2C[C@H]3CN=C1N32", "e_tot_ev": -10397.8874, "de_lowest_kcal_mol": 85.9}